C9H16BO3P | ωB97M-V with the def2-TZVPD basis set

E_HOMO: -8.5 eV
orbital gap: 8.99 eV
structure (SMILES): COB(O)PCc1ccccc1C.O
LUMO: 0.5378 eV
multiplicity: 1

Each atom is followed by the atoms it is bonded to, with distances in Å.
Atoms and positions in Å:
1 C 4.53 0.84 0.26  O2 1.424, H14 1.088, H15 1.090, H16 1.086
2 O 3.89 0.86 -1.01  C1 1.424, B3 1.376
3 B 2.57 0.49 -1.02  O2 1.376, O4 1.364, P5 1.923
4 O 2.27 -0.84 -0.95  B3 1.364, H17 0.962
5 P 1.13 1.76 -1.18  B3 1.923, C6 1.865, H18 1.409
6 C 0.23 1.70 0.45  P5 1.865, C7 1.508, H19 1.085, H20 1.085
7 C -0.83 0.62 0.39  C6 1.508, C8 1.400, C12 1.400
8 C -0.54 -0.65 0.89  C7 1.400, C9 1.390, H21 1.080
9 C -1.49 -1.66 0.85  C8 1.390, C10 1.389, H22 1.081
10 C -2.73 -1.42 0.29  C9 1.389, C11 1.394, H23 1.079
11 C -3.03 -0.16 -0.22  C10 1.394, C12 1.397, H24 1.080
12 C -2.08 0.88 -0.17  C7 1.400, C11 1.397, C13 1.507
13 C -2.47 2.22 -0.72  C12 1.507, H25 1.091, H26 1.084, H27 1.085
14 H 5.19 -0.03 0.33  C1 1.088
15 H 3.82 0.78 1.08  C1 1.090
16 H 5.14 1.73 0.37  C1 1.086
17 H 1.36 -1.02 -1.24  O4 0.962
18 H 1.76 3.02 -1.15  P5 1.409
19 H 0.90 1.50 1.28  C6 1.085
20 H -0.23 2.66 0.61  C6 1.085
21 H 0.43 -0.84 1.32  C8 1.080
22 H -1.27 -2.64 1.25  C9 1.081
23 H -3.48 -2.20 0.25  C10 1.079
24 H -3.99 0.04 -0.67  C11 1.080
25 H -2.91 2.83 0.07  C13 1.091
26 H -1.63 2.78 -1.12  C13 1.084
27 H -3.23 2.10 -1.49  C13 1.085
28 O -1.20 -4.82 0.68  H29 0.962, H30 0.963
29 H -1.43 -5.76 0.75  O28 0.962
30 H -0.68 -4.77 -0.13  O28 0.963

Table of Mulliken atomic charges, one value per atom, all in e: atom 1 (C): -0.59, atom 2 (O): -0.46, atom 3 (B): 0.58, atom 4 (O): -0.50, atom 5 (P): -0.20, atom 6 (C): -1.19, atom 7 (C): 0.63, atom 8 (C): -0.43, atom 9 (C): -0.63, atom 10 (C): -0.66, atom 11 (C): -0.56, atom 12 (C): 0.97, atom 13 (C): -1.65, atom 14 (H): 0.24, atom 15 (H): 0.25, atom 16 (H): 0.25, atom 17 (H): 0.32, atom 18 (H): 0.03, atom 19 (H): 0.47, atom 20 (H): 0.51, atom 21 (H): 0.36, atom 22 (H): 0.44, atom 23 (H): 0.40, atom 24 (H): 0.38, atom 25 (H): 0.32, atom 26 (H): 0.29, atom 27 (H): 0.43, atom 28 (O): -0.60, atom 29 (H): 0.29, atom 30 (H): 0.30



C6H9NO3S | ωB97M-V with the def2-TZVPD basis set

E_HOMO (spin up / spin down): -7.4 / -7.4 eV
energy above the lowest of the compared OMol25 structures with the same formula, charge and spin: 43.7 kJ/mol
orbital gap (spin up / spin down): 8.19 / 6.20 eV
LUMO (spin up / spin down): 0.8356 / -1.1560 eV
multiplicity: 3

Each atom is followed by the atoms it is bonded to, with distances in Å.
Atoms and positions in Å:
1 C 0.19 1.51 1.30  C6 1.595, O8 1.179, O10 1.484
2 C 0.50 -1.99 -0.27  C3 1.559, C5 1.533, H12 1.044, H13 1.035
3 C 1.75 -2.92 -0.26  C2 1.559, S11 1.768, H14 1.070, H15 1.187
4 C 2.16 -0.53 0.63  C5 1.318, S11 1.729, H16 1.090
5 C 0.91 -0.60 0.23  C2 1.533, C4 1.318, O10 1.362
6 C -1.20 2.28 1.41  C1 1.595, H18 1.128, H19 1.050, H20 1.090
7 N -1.97 0.12 -2.59  O9 1.224, H17 1.068
8 O 1.24 1.72 1.79  C1 1.179
9 O -2.26 1.01 -1.80  N7 1.224
10 O -0.07 0.32 0.44  C1 1.484, C5 1.362
11 S 3.12 -1.91 0.23  C3 1.768, C4 1.729
12 H 0.12 -1.95 -1.24  C2 1.044
13 H -0.31 -2.39 0.24  C2 1.035
14 H 1.59 -3.71 0.44  C3 1.070
15 H 1.92 -3.44 -1.32  C3 1.187
16 H 2.64 0.40 0.94  C4 1.090
17 H -2.73 -0.28 -3.22  N7 1.068
18 H -1.31 2.79 0.41  C6 1.128
19 H -1.26 2.93 2.23  C6 1.050
20 H -2.01 1.55 1.51  C6 1.090

Table of Mulliken atomic charges, one value per atom, all in e: atom 1 (C): 0.68, atom 2 (C): -0.71, atom 3 (C): -0.48, atom 4 (C): -0.21, atom 5 (C): 0.08, atom 6 (C): -0.98, atom 7 (N): -0.10, atom 8 (O): -0.49, atom 9 (O): -0.17, atom 10 (O): -0.29, atom 11 (S): -0.22, atom 12 (H): 0.30, atom 13 (H): 0.42, atom 14 (H): 0.29, atom 15 (H): 0.30, atom 16 (H): 0.39, atom 17 (H): 0.27, atom 18 (H): 0.24, atom 19 (H): 0.38, atom 20 (H): 0.28



C3H11NO | ωB97M-V with the def2-TZVPD basis set

E_HOMO: -8.9 eV
energy above the lowest of the compared OMol25 structures with the same formula, charge and spin: 224.4 kJ/mol
orbital gap: 9.90 eV
structure (SMILES): CCN.CO
LUMO: 1.0339 eV
multiplicity: 1

Each atom is followed by the atoms it is bonded to, with distances in Å.
Atoms and positions in Å:
1 C 0.68 2.12 0.37  C2 1.491, H4 1.085, H5 1.136, H6 1.069
2 C 0.58 1.01 -0.62  C1 1.491, N3 1.481, H7 1.181, H8 1.105
3 N 1.54 0.00 -0.11  C2 1.481, H9 1.063, H10 1.003
4 H 0.27 3.05 -0.03  C1 1.085
5 H 1.74 2.48 0.52  C1 1.136
6 H 0.17 1.87 1.27  C1 1.069
7 H 0.97 1.30 -1.70  C2 1.181
8 H -0.43 0.60 -0.78  C2 1.105
9 H 2.53 0.25 -0.41  N3 1.063
10 H 1.49 0.14 0.88  N3 1.003
11 C -1.88 -1.97 0.19  O12 1.364, H13 1.172, H14 1.070, H15 1.027
12 O -0.85 -2.30 -0.64  C11 1.364, H16 0.944
13 H -2.66 -1.13 -0.05  C11 1.172
14 H -1.39 -1.41 0.96  C11 1.070
15 H -2.22 -2.85 0.60  C11 1.027
16 H -0.53 -3.17 -0.45  O12 0.944

Table of Mulliken atomic charges, one value per atom, all in e: atom 1 (C): -1.18, atom 2 (C): -0.13, atom 3 (N): -0.57, atom 4 (H): 0.36, atom 5 (H): 0.28, atom 6 (H): 0.35, atom 7 (H): 0.26, atom 8 (H): 0.13, atom 9 (H): 0.26, atom 10 (H): 0.24, atom 11 (C): -0.66, atom 12 (O): -0.48, atom 13 (H): 0.23, atom 14 (H): 0.24, atom 15 (H): 0.37, atom 16 (H): 0.29



HN5O | ωB97M-V with the def2-TZVPD basis set

E_HOMO: -10.1 eV
energy above the lowest of the compared OMol25 structures with the same formula, charge and spin: 27.5 kJ/mol
orbital gap: 11.19 eV
LUMO: 1.1147 eV
multiplicity: 1

Each atom is followed by the atoms it is bonded to, with distances in Å.
Atoms and positions in Å:
1 N 1.18 1.78 -0.26  N3 1.124
2 N -3.10 -0.16 0.25  N4 1.095
3 N 1.41 0.69 -0.07  N1 1.124, N5 1.198
4 N -2.06 -0.34 -0.05  N2 1.095, O6 1.176
5 N 1.37 -0.46 0.26  N3 1.198, H7 0.934
6 O -0.93 -0.53 -0.29  N4 1.176
7 H 2.13 -0.98 0.15  N5 0.934

Table of Mulliken atomic charges, one value per atom, all in e: atom 1 (N): -0.39, atom 2 (N): -0.35, atom 3 (N): 0.75, atom 4 (N): 0.81, atom 5 (N): -0.53, atom 6 (O): -0.48, atom 7 (H): 0.21



Q: Which formula does entry 4 have?
A: HN5O



Q: Which formula does entry 4 have?
A: HN5O



Q: Number 1 is which compound?
A: C9H16BO3P